i) Density functional theory data (wB97M-V/def2-TZVPD) for a 2-piece molecular cluster, C3H7N3 overall.

## Properties
highest occupied orbital energy	-7.65	eV
net charge	0

Positions of all 13 atoms, in Å:
C -1.621 1.550 0.046
C 0.658 -1.138 1.235
C 0.805 0.413 -0.988
N -2.185 0.637 -0.318
N 0.033 -1.452 0.106
N 0.052 -0.804 -0.979
H -1.137 2.370 0.549
H 0.127 -1.556 2.046
H 1.352 -0.319 1.179
H 0.187 1.087 -0.264
H 1.808 0.496 -0.695
H 0.610 0.855 -1.923
H -0.689 -2.140 0.006

ii) Density functional theory data (wB97M-V/def2-TZVPD) for the molecule C3H7N3.

## Properties
highest occupied orbital energy	-9.01	eV
net charge	0
SMILES string	[H]/N=C(\N)[C@H]1CN1

Positions of all 13 atoms, in Å:
H -2.331 0.012 1.191
N -1.380 -0.312 0.695
C -0.721 0.281 -0.263
N -0.982 1.536 -0.790
C 0.649 -0.174 -0.545
C 1.473 -0.281 0.679
N 1.168 -1.443 0.113
H -2.211 1.775 -0.875
H -0.154 2.080 -0.873
H 1.100 0.283 -1.301
H 2.387 0.008 0.341
H 0.933 -0.087 1.620
H 0.229 -1.497 0.551

iii) Density functional theory data (wB97M-V/def2-TZVPD) for a 2-piece molecular cluster, C3H7N3 overall.

## Properties
highest occupied orbital energy	-9.00	eV
net charge	0

Positions of all 13 atoms, in Å:
N 0.209 2.008 0.290
C 0.477 0.764 -0.428
C 0.207 -0.483 0.358
N -0.411 -0.281 1.479
C -0.385 -2.703 -1.224
N -0.780 -3.554 -1.905
H 1.070 2.506 0.479
H -0.395 2.625 -0.237
H 1.499 0.696 -0.825
H -0.168 0.666 -1.315
H 0.019 -1.846 -0.500
H -0.623 0.670 1.791
H -0.717 -1.069 2.037

Short version: iii) is the most stable of them.

i) Density functional theory data (wB97M-V/def2-TZVPD) for a 2-piece molecular cluster, C10H16 overall.

## Properties
highest occupied orbital energy	-9.14	eV
net charge	0
SMILES string	Cc1ccccc1.CCC

Positions of all 26 atoms, in Å:
C -2.769 0.756 0.482
C -1.349 1.209 0.708
C -0.814 1.274 1.987
C 0.532 1.562 2.192
C 1.362 1.860 1.121
C 0.795 1.831 -0.140
C -0.544 1.547 -0.375
H -3.479 1.375 1.032
H -2.865 -0.290 0.770
H -3.029 0.791 -0.571
H -1.450 1.261 2.865
H 0.970 1.231 3.126
H 2.426 2.031 1.223
H 1.411 1.985 -1.018
H -0.930 1.518 -1.384
C 0.156 -1.294 -2.023
C 0.527 -2.268 -0.897
C 1.943 -1.998 -0.333
H -0.935 -1.254 -2.098
H 0.537 -1.654 -2.977
H 0.403 -0.281 -1.731
H -0.194 -2.265 -0.080
H 0.505 -3.281 -1.307
H 2.443 -2.948 -0.180
H 2.496 -1.304 -0.970
H 1.852 -1.395 0.577

ii) Density functional theory data (wB97M-V/def2-TZVPD) for a 2-piece molecular cluster, C10H16 overall.

## Properties
highest occupied orbital energy	-9.08	eV
net charge	0
SMILES string	CCc1ccccc1.CC

Positions of all 26 atoms, in Å:
C 0.569 -2.381 2.416
C -0.048 -2.065 1.047
C -0.659 -0.683 0.956
C 0.218 0.409 1.045
C -0.294 1.693 1.059
C -1.663 1.889 1.002
C -2.530 0.825 0.904
C -2.016 -0.479 0.912
H 1.176 -3.282 2.365
H -0.182 -2.383 3.200
H 1.255 -1.567 2.669
H 0.786 -2.035 0.338
H -0.679 -2.873 0.670
H 1.265 0.181 1.208
H 0.385 2.532 1.110
H -2.087 2.884 0.993
H -3.601 0.955 0.892
H -2.745 -1.283 0.928
C 1.121 0.445 -3.483
C 1.609 1.510 -2.464
H 0.524 0.919 -4.254
H 1.949 -0.099 -3.949
H 0.593 -0.352 -2.980
H 1.084 1.296 -1.538
H 1.299 2.501 -2.778
H 2.672 1.444 -2.264

Short version: ii) is the most stable of them.

i) Density functional theory data (wB97M-V/def2-TZVPD) for a 2-piece molecular cluster, C10H16 overall.

## Properties
highest occupied orbital energy	-9.04	eV
net charge	0
SMILES string	Cc1ccccc1.CCC

Positions of all 26 atoms, in Å:
C -2.243 0.670 1.633
C -2.026 -0.706 1.044
C -1.044 -1.518 1.590
C -0.765 -2.800 1.106
C -1.452 -3.190 -0.034
C -2.378 -2.349 -0.659
C -2.772 -1.175 -0.046
H -3.266 0.837 1.972
H -1.799 1.451 1.021
H -1.706 0.672 2.587
H -0.555 -1.165 2.485
H -0.253 -3.511 1.735
H -1.371 -4.212 -0.380
H -2.867 -2.809 -1.510
H -3.461 -0.483 -0.504
C 2.981 2.928 -0.568
C 2.112 1.649 -0.626
C 2.384 0.898 -1.913
H 2.448 3.781 -0.163
H 3.350 3.188 -1.563
H 3.894 2.727 -0.004
H 2.257 1.077 0.283
H 1.076 1.997 -0.646
H 2.082 1.487 -2.781
H 3.444 0.646 -2.031
H 1.931 -0.092 -2.028

ii) Density functional theory data (wB97M-V/def2-TZVPD) for a 2-piece molecular cluster, C10H16 overall.

## Properties
highest occupied orbital energy	-9.11	eV
net charge	0
SMILES string	Cc1ccccc1.CCC

Positions of all 26 atoms, in Å:
C -0.641 -2.210 -1.633
C 0.044 -0.861 -1.765
C -0.684 0.326 -1.795
C -0.028 1.551 -1.806
C 1.353 1.613 -1.764
C 2.091 0.448 -1.672
C 1.429 -0.775 -1.645
H 0.025 -2.883 -1.095
H -0.852 -2.596 -2.632
H -1.601 -2.114 -1.135
H -1.764 0.232 -1.847
H -0.684 2.407 -1.865
H 1.816 2.583 -1.665
H 3.172 0.376 -1.646
H 1.987 -1.699 -1.557
C -1.801 0.402 2.215
C -0.331 0.561 1.768
C 0.614 0.035 2.844
H -2.476 0.543 1.369
H -2.025 1.156 2.974
H -1.994 -0.592 2.628
H -0.150 0.039 0.840
H -0.221 1.632 1.602
H 0.332 0.345 3.846
H 0.799 -1.032 2.749
H 1.592 0.511 2.688

iii) Density functional theory data (wB97M-V/def2-TZVPD) for a 2-piece molecular cluster, C10H16 overall.

## Properties
highest occupied orbital energy	-8.92	eV
net charge	0
SMILES string	Cc1ccccc1.CCC

Positions of all 26 atoms, in Å:
C 0.556 3.127 -1.134
C 0.212 2.000 -0.159
C 0.941 1.966 0.982
C 0.570 1.180 2.092
C -0.606 0.517 1.884
C -1.331 0.507 0.750
C -0.970 1.172 -0.374
H 0.452 4.073 -0.698
H -0.165 3.224 -1.920
H 1.649 3.089 -1.560
H 1.976 2.380 1.080
H 1.110 1.179 3.003
H -1.126 -0.049 2.673
H -2.221 -0.201 0.825
H -1.253 1.035 -1.475
C -1.330 -2.723 -0.576
C -0.094 -1.730 -0.486
C 1.365 -2.286 -0.632
H -1.909 -2.693 0.365
H -1.139 -3.714 -0.872
H -1.988 -2.332 -1.363
H -0.058 -0.975 -1.273
H -0.183 -1.436 0.573
H 1.667 -2.562 -1.587
H 2.282 -1.602 -0.109
H 1.593 -3.147 -0.011

iv) Density functional theory data (wB97M-V/def2-TZVPD) for a 2-piece molecular cluster, C10H16 overall.

## Properties
highest occupied orbital energy	-9.07	eV
net charge	0
SMILES string	Cc1ccccc1.CCC

Positions of all 26 atoms, in Å:
C 1.106 1.360 -1.854
C 0.112 0.238 -1.779
C 0.404 -1.010 -2.342
C -0.454 -2.047 -1.966
C -1.707 -1.739 -1.491
C -2.112 -0.457 -1.156
C -1.155 0.573 -1.307
H 0.732 2.293 -2.321
H 1.800 1.197 -2.698
H 1.680 1.636 -0.986
H 1.335 -1.079 -2.883
H -0.079 -3.043 -2.156
H -2.390 -2.542 -1.211
H -3.114 -0.294 -0.784
H -1.422 1.612 -1.177
C 0.534 1.463 2.958
C 0.403 -0.052 2.783
C 0.503 -0.661 1.415
H 1.570 1.808 3.089
H -0.036 2.250 2.433
H 0.156 1.839 3.927
H -0.543 -0.292 3.274
H 1.182 -0.484 3.425
H 0.568 -1.761 1.387
H 1.240 -0.239 0.721
H -0.313 -0.570 0.697

Short version: ii) is the most stable of them.

i) Density functional theory data (wB97M-V/def2-TZVPD) for a 2-piece molecular cluster, C10H16 overall.

## Properties
highest occupied orbital energy	-9.04	eV
net charge	0
SMILES string	CCc1ccccc1.CC

Positions of all 26 atoms, in Å:
C 1.560 -1.318 -2.109
C 1.139 -0.298 -1.012
C -0.359 -0.272 -0.864
C -0.955 -0.921 0.218
C -2.344 -0.937 0.340
C -3.127 -0.368 -0.643
C -2.533 0.309 -1.706
C -1.155 0.325 -1.842
H 2.437 -0.961 -2.647
H 0.734 -1.416 -2.808
H 1.811 -2.276 -1.666
H 1.625 -0.588 -0.078
H 1.575 0.675 -1.230
H -0.264 -1.352 0.931
H -2.755 -1.300 1.276
H -4.200 -0.271 -0.551
H -3.136 0.824 -2.438
H -0.671 0.778 -2.700
C 1.160 1.611 1.811
C 1.452 0.740 3.048
H 1.950 1.375 1.106
H 0.183 1.387 1.401
H 1.294 2.666 2.037
H 0.980 1.151 3.940
H 2.523 0.715 3.227
H 1.075 -0.278 2.960

ii) Density functional theory data (wB97M-V/def2-TZVPD) for a 2-piece molecular cluster, C10H16 overall.

## Properties
highest occupied orbital energy	-9.02	eV
net charge	0
SMILES string	Cc1ccccc1.CCC

Positions of all 26 atoms, in Å:
C -0.936 -2.892 -1.910
C -0.552 -2.062 -0.725
C 0.833 -2.074 -0.413
C 1.261 -1.626 0.836
C 0.390 -0.969 1.696
C -0.940 -0.898 1.337
C -1.438 -1.511 0.191
H -0.437 -3.854 -1.768
H -0.793 -2.444 -2.890
H -1.973 -3.260 -1.916
H 1.487 -2.445 -1.188
H 2.317 -1.783 1.030
H 0.729 -0.376 2.530
H -1.621 -0.469 2.064
H -2.501 -1.518 -0.010
C -0.542 3.980 -0.731
C 0.390 2.833 -0.318
C 1.477 3.339 0.633
H -1.366 3.552 -1.324
H -1.052 4.540 0.050
H -0.085 4.664 -1.447
H -0.145 2.002 0.144
H 0.722 2.404 -1.267
H 1.487 4.426 0.603
H 1.259 3.073 1.678
H 2.429 2.838 0.500

Short version: i) is the most stable of them.

i) Density functional theory data (wB97M-V/def2-TZVPD) for a 2-piece molecular cluster, C10H16 overall.

## Properties
highest occupied orbital energy	-8.99	eV
net charge	0
SMILES string	CCc1ccccc1.CC

Positions of all 26 atoms, in Å:
C 0.814 -0.557 2.353
C -0.131 -0.685 1.224
C -0.663 0.724 0.815
C 0.075 1.462 -0.079
C -0.462 2.632 -0.646
C -1.804 2.984 -0.265
C -2.482 2.262 0.714
C -1.928 1.126 1.180
H 1.731 0.108 2.139
H 1.116 -1.478 2.811
H 0.042 -0.228 3.240
H 0.269 -1.092 0.273
H -0.875 -1.233 1.476
H 1.027 1.183 -0.140
H 0.059 3.304 -1.282
H -2.396 3.866 -0.706
H -3.480 2.639 1.010
H -2.461 0.642 2.068
C 0.891 -2.022 -2.477
C 2.018 -2.382 -1.494
H 0.330 -2.867 -2.879
H 0.154 -1.355 -2.087
H 1.174 -1.437 -3.448
H 2.591 -1.532 -1.100
H 2.776 -3.115 -2.007
H 1.612 -2.950 -0.691

ii) Density functional theory data (wB97M-V/def2-TZVPD) for a 2-piece molecular cluster, C10H16 overall.

## Properties
highest occupied orbital energy	-8.88	eV
net charge	0
SMILES string	CCc1ccccc1.CC

Positions of all 26 atoms, in Å:
C 1.812 1.182 1.556
C 0.362 1.029 0.974
C -0.477 -0.243 1.083
C 0.178 -1.388 1.515
C -0.639 -2.499 1.860
C -1.984 -2.262 2.104
C -2.582 -1.098 1.630
C -1.866 -0.120 0.977
H 2.077 0.191 1.856
H 1.864 1.727 2.587
H 2.622 1.710 1.048
H -0.111 1.800 1.546
H 0.436 1.169 -0.108
H 1.218 -1.635 1.394
H -0.208 -3.400 2.238
H -2.515 -2.914 2.744
H -3.589 -0.910 1.966
H -2.299 0.817 0.734
C 0.039 1.201 -3.471
C 1.431 0.583 -3.520
H -0.613 0.361 -3.145
H -0.123 1.939 -2.653
H -0.338 1.612 -4.408
H 1.329 -0.489 -3.868
H 2.146 1.150 -4.118
H 1.830 0.488 -2.522

Short version: ii) is the most stable of them.

i) Density functional theory data (wB97M-V/def2-TZVPD) for a 2-piece molecular cluster, C10H16 overall.

## Properties
highest occupied orbital energy	-8.95	eV
net charge	0
SMILES string	CCc1ccccc1.CC

Positions of all 26 atoms, in Å:
C 0.624 2.287 -1.357
C -0.458 1.303 -0.772
C 0.357 -0.012 -0.866
C 1.455 -0.406 -0.065
C 2.173 -1.669 -0.229
C 1.809 -2.570 -1.225
C 0.716 -2.163 -2.043
C -0.099 -1.073 -1.790
H 1.381 2.489 -0.471
H 0.270 3.351 -1.578
H 1.124 1.872 -2.265
H -0.523 1.659 0.351
H -1.397 1.205 -1.381
H 2.024 0.200 0.692
H 3.025 -2.006 0.414
H 2.458 -3.529 -1.497
H 0.372 -3.162 -2.633
H -0.698 -0.798 -2.577
C -1.414 0.921 2.570
C -2.247 -0.201 2.107
H -1.856 1.933 2.458
H -1.170 0.933 3.592
H -0.349 0.954 2.178
H -2.669 -0.645 3.099
H -1.673 -0.934 1.546
H -3.237 0.062 1.743

ii) Density functional theory data (wB97M-V/def2-TZVPD) for a 2-piece molecular cluster, C10H16 overall.

## Properties
highest occupied orbital energy	-8.93	eV
net charge	0
SMILES string	Cc1ccccc1.CCC

Positions of all 26 atoms, in Å:
C -3.160 -0.976 0.642
C -2.243 0.102 0.131
C -0.963 0.251 0.659
C -0.030 1.053 0.011
C -0.464 1.953 -0.950
C -1.731 1.796 -1.491
C -2.633 0.901 -0.944
H -2.653 -1.665 1.321
H -3.605 -1.516 -0.183
H -3.973 -0.579 1.262
H -0.793 -0.115 1.666
H 0.946 1.138 0.454
H 0.245 2.691 -1.301
H -2.071 2.447 -2.282
H -3.585 0.715 -1.431
C 3.370 -0.047 0.827
C 2.759 -1.233 0.014
C 3.339 -2.588 0.525
H 4.283 0.257 0.329
H 3.574 -0.460 1.808
H 2.698 0.795 0.730
H 1.672 -1.279 -0.010
H 3.191 -1.144 -0.985
H 4.185 -2.863 -0.104
H 3.548 -2.531 1.588
H 2.620 -3.401 0.402

Short version: ii) is the most stable of them.

i) Density functional theory data (wB97M-V/def2-TZVPD) for a 2-piece molecular cluster, C10H16 overall.

## Properties
highest occupied orbital energy	-8.92	eV
net charge	0
SMILES string	Cc1ccccc1.CCC

Positions of all 26 atoms, in Å:
C -1.869 2.641 1.512
C -1.093 2.203 0.235
C -0.976 3.022 -0.911
C -0.650 2.438 -2.176
C -0.408 1.084 -2.282
C -0.358 0.274 -1.097
C -0.575 0.882 0.118
H -1.816 1.924 2.338
H -2.894 2.699 1.295
H -1.596 3.641 1.885
H -1.168 4.094 -0.878
H -0.425 3.014 -2.969
H -0.473 0.790 -3.312
H -0.188 -0.833 -1.172
H -0.615 0.252 1.073
C 2.319 -1.796 0.687
C 1.144 -2.751 1.201
C 0.525 -3.294 -0.100
H 3.179 -2.311 0.229
H 2.783 -1.357 1.617
H 1.848 -0.974 0.056
H 1.622 -3.445 1.914
H 0.324 -2.172 1.840
H 0.609 -2.533 -0.824
H 1.246 -4.100 -0.290
H -0.493 -3.390 0.012

ii) Density functional theory data (wB97M-V/def2-TZVPD) for a 2-piece molecular cluster, C10H16 overall.

## Properties
highest occupied orbital energy	-9.02	eV
net charge	0
SMILES string	Cc1ccccc1.CCC

Positions of all 26 atoms, in Å:
C 1.843 -2.214 2.572
C 1.515 -0.924 1.860
C 0.231 -0.378 1.952
C -0.050 0.761 1.216
C 0.949 1.432 0.513
C 2.228 0.910 0.496
C 2.493 -0.330 1.068
H 2.538 -2.070 3.391
H 2.236 -2.923 1.841
H 0.979 -2.767 2.909
H -0.520 -0.805 2.603
H -1.049 1.148 1.192
H 0.716 2.426 0.158
H 3.003 1.449 -0.031
H 3.400 -0.898 0.938
C -2.561 0.572 -1.050
C -1.468 -0.041 -1.904
C -1.363 0.675 -3.240
H -2.581 1.643 -0.806
H -2.627 0.182 -0.032
H -3.564 0.517 -1.496
H -0.550 0.050 -1.322
H -1.665 -1.104 -2.041
H -1.187 1.754 -3.233
H -0.585 0.254 -3.859
H -2.362 0.683 -3.695

iii) Density functional theory data (wB97M-V/def2-TZVPD) for a 2-piece molecular cluster, C10H16 overall.

## Properties
highest occupied orbital energy	-9.05	eV
net charge	0
SMILES string	CCc1ccccc1.CC

Positions of all 26 atoms, in Å:
C 2.818 1.073 0.654
C 1.379 1.285 0.195
C 0.376 0.355 0.838
C 0.473 -1.019 0.698
C -0.426 -1.863 1.345
C -1.440 -1.329 2.113
C -1.588 0.051 2.215
C -0.656 0.880 1.616
H 3.040 0.017 0.832
H 3.067 1.608 1.570
H 3.531 1.412 -0.096
H 1.060 2.317 0.362
H 1.335 1.124 -0.885
H 1.330 -1.440 0.184
H -0.308 -2.936 1.245
H -2.069 -1.990 2.698
H -2.481 0.459 2.677
H -0.788 1.954 1.687
C -0.406 -0.254 -2.847
C -1.771 -0.296 -2.183
H -0.413 -0.591 -3.885
H -0.080 0.793 -2.868
H 0.375 -0.791 -2.311
H -1.670 0.176 -1.201
H -2.159 -1.289 -1.956
H -2.529 0.296 -2.697

Short version: iii) is the most stable of them.